No. 1
Computed, not measured: C47H58NO4OsS2 as an isolated structure at a distorted geometry, with wB97M-V/def2-TZVPD.

Calculated values
- ⟨S²⟩ = 6.02
- total charge = -1
- LUMO (spin up / spin down) (eV) = 2.4 / 2.4
- multiplicity = 5
- energy relative to the best compared isomer or geometry (same formula, charge and spin) (kcal per mole) = 30.4
- HOMO (spin up / spin down) (eV) = -2.8 / -4.6

Last column: Löwdin spin population.
Positions of all 113 atoms, in Å:
Os (2.53, -1.45, -2.02)  2.5451
C (4.90, -2.10, -0.13)  0.0218
O (3.59, -1.56, -0.22)  0.1140
C (3.03, -1.20, 1.00)  0.0111
C (2.30, -2.14, 1.75)  0.0055
C (2.00, -3.54, 1.17)  0.0010
C (0.62, -3.50, 0.47)  0.0051
C (-0.54, -3.63, 1.23)  -0.0006
C (-1.82, -3.69, 0.68)  0.0033
C (-1.91, -3.57, -0.73)  -0.0005
C (-0.81, -3.31, -1.52)  0.0046
C (-1.07, -2.87, -2.96)  0.0014
C (-1.22, -1.36, -3.07)  0.0057
C (-2.42, -0.82, -2.80)  0.0002
C (-2.64, 0.57, -2.93)  0.0047
C (-1.51, 1.42, -3.16)  -0.0005
C (-0.25, 0.90, -3.43)  0.0053
C (0.99, 1.76, -3.64)  0.0011
C (1.57, 2.21, -2.31)  0.0054
C (1.06, 3.42, -1.79)  -0.0007
C (1.49, 4.00, -0.57)  0.0038
C (2.44, 3.24, 0.16)  -0.0005
C (2.95, 2.02, -0.30)  0.0052
C (3.94, 1.26, 0.57)  0.0016
C (3.28, 0.14, 1.42)  0.0056
C (2.91, 0.45, 2.69)  -0.0002
C (2.33, -0.52, 3.57)  0.0057
C (2.06, -1.78, 3.05)  -0.0003
C (1.82, -0.06, 4.91)  0.0008
C (2.95, 0.71, 5.61)  0.0003
C (0.54, 0.82, 4.65)  0.0008
C (1.47, -1.25, 5.79)  0.0001
C (2.51, 1.45, -1.55)  0.0067
O (3.16, 0.40, -2.12)  0.1144
C (0.85, 5.34, -0.11)  0.0004
C (0.50, 6.34, -1.22)  0.0001
C (1.75, 6.06, 0.92)  0.0001
C (-0.47, 5.02, 0.58)  0.0003
C (-0.15, -0.48, -3.36)  0.0146
O (1.10, -1.08, -3.55)  0.1071
C (1.36, -1.53, -4.94)  0.0329
C (-3.98, 1.18, -2.72)  0.0007
C (-4.41, 2.05, -3.97)  0.0003
C (-3.88, 2.19, -1.54)  0.0005
C (-5.15, 0.16, -2.47)  0.0000
C (0.47, -3.30, -0.90)  0.0052
O (1.56, -3.20, -1.69)  0.1092
C (-3.06, -3.94, 1.56)  0.0004
C (-3.61, -5.33, 1.33)  0.0002
C (-2.86, -3.64, 3.08)  0.0000
C (-4.18, -2.92, 1.08)  0.0002
H (4.87, -3.03, -0.72)  0.0093
H (5.15, -2.40, 0.91)  0.0019
H (5.64, -1.37, -0.53)  0.0032
H (2.00, -4.27, 1.98)  0.0001
H (2.72, -3.88, 0.42)  -0.0001
H (-0.50, -3.59, 2.34)  0.0000
H (-2.84, -3.79, -1.22)  0.0000
H (-2.01, -3.36, -3.26)  0.0001
H (-0.24, -3.19, -3.60)  0.0002
H (-3.23, -1.45, -2.42)  0.0000
H (-1.63, 2.50, -3.14)  0.0000
H (0.78, 2.66, -4.27)  0.0001
H (1.71, 1.13, -4.12)  0.0000
H (0.15, 3.93, -2.19)  0.0000
H (2.76, 3.71, 1.09)  -0.0001
H (4.29, 2.00, 1.35)  0.0001
H (4.74, 0.87, 0.01)  0.0003
H (2.97, 1.51, 3.00)  0.0000
H (1.61, -2.52, 3.72)  -0.0001
H (3.13, 1.68, 5.06)  0.0000
H (3.88, 0.09, 5.69)  0.0000
H (2.75, 0.96, 6.65)  0.0000
H (0.72, 1.71, 3.96)  0.0001
H (0.13, 1.29, 5.60)  0.0001
H (-0.27, 0.24, 4.19)  0.0003
H (2.30, -1.99, 5.92)  0.0000
H (0.56, -1.80, 5.44)  0.0000
H (1.15, -0.88, 6.78)  0.0000
H (1.35, 6.47, -1.92)  0.0000
H (0.36, 7.29, -0.70)  0.0000
H (-0.38, 6.14, -1.81)  0.0000
H (2.76, 6.27, 0.58)  0.0000
H (1.80, 5.45, 1.82)  0.0000
H (1.29, 7.04, 1.13)  0.0000
H (-1.19, 4.57, -0.10)  0.0000
H (-0.92, 5.91, 1.03)  0.0000
H (-0.34, 4.26, 1.38)  0.0000
H (1.91, -2.44, -4.79)  0.0163
H (2.04, -0.78, -5.41)  0.0052
H (0.44, -1.64, -5.52)  0.0021
H (-3.75, 2.95, -4.14)  0.0000
H (-5.41, 2.45, -3.79)  0.0000
H (-4.46, 1.47, -4.90)  0.0000
H (-3.24, 3.03, -1.90)  0.0000
H (-3.41, 1.72, -0.62)  0.0004
H (-4.83, 2.56, -1.20)  0.0001
H (-5.44, -0.49, -3.28)  0.0000
H (-6.07, 0.76, -2.28)  0.0000
H (-4.91, -0.43, -1.59)  0.0000
H (-3.04, -6.08, 1.89)  0.0000
H (-3.55, -5.65, 0.26)  0.0000
H (-4.67, -5.40, 1.69)  0.0000
H (-2.23, -4.32, 3.57)  0.0000
H (-3.80, -3.73, 3.62)  0.0000
H (-2.50, -2.62, 3.22)  0.0000
H (-4.56, -3.18, 0.07)  0.0000
H (-3.78, -1.90, 0.92)  0.0001
H (-5.07, -2.82, 1.74)  0.0000
S (3.99, -2.23, -3.39)  0.7404
S (-0.96, 0.22, 0.97)  0.0351
C (0.18, -0.33, -0.01)  0.0314
N (1.04, -0.66, -0.76)  0.0038



No. 2
Computed, not measured: C47H59BMoN6O3S3 as an isolated structure, with wB97M-V/def2-TZVPD.

Calculated values
- ⟨S²⟩ = 2.02
- total charge = +2
- LUMO (spin up / spin down) (eV) = -6.6 / -7.8
- multiplicity = 3
- energy relative to the best compared isomer or geometry (same formula, charge and spin) (kcal per mole) = 1.2
- HOMO (spin up / spin down) (eV) = -13.2 / -13.2

Last column: Löwdin spin population.
Positions of all 120 atoms, in Å:
Mo (1.05, 0.96, 1.29)  1.2535
C (-3.05, -0.88, 4.29)  0.0035
C (-3.11, -0.59, 2.83)  0.0023
C (-4.27, -0.36, 2.14)  -0.0013
C (-4.27, -0.07, 0.76)  0.0031
N (-3.15, -0.04, 0.08)  -0.0020
N (-2.02, -0.27, 0.76)  0.0083
B (-0.71, -0.29, -0.04)  0.1345
N (-0.31, -1.75, -0.30)  0.0196
N (-1.35, -2.50, -0.68)  0.0024
C (-1.16, -3.78, -0.85)  0.0042
C (0.13, -4.35, -0.68)  -0.0012
C (1.19, -3.58, -0.30)  0.0026
C (2.56, -4.14, -0.08)  -0.0006
C (0.92, -2.21, -0.07)  0.0084
S (2.12, -1.12, 0.49)  0.0263
C (-2.41, -4.60, -1.17)  0.0005
C (-3.33, -4.52, 0.06)  0.0004
C (-3.12, -3.99, -2.38)  0.0002
C (-2.07, -6.06, -1.46)  0.0000
N (-0.79, 0.59, -1.27)  0.0477
N (-0.75, 0.00, -2.47)  0.0003
C (-0.99, 0.75, -3.52)  0.0115
C (-1.30, 2.13, -3.36)  0.0057
C (-1.31, 2.74, -2.14)  0.0046
C (-1.59, 4.19, -1.92)  0.0011
C (-0.99, 1.89, -1.05)  0.0206
S (-0.79, 2.41, 0.58)  0.0875
C (-0.96, 0.11, -4.89)  0.0012
C (-0.57, -1.36, -4.80)  0.0000
C (0.04, 0.85, -5.78)  0.0011
C (-2.38, 0.23, -5.49)  0.0006
C (-1.93, -0.50, 2.06)  0.0152
S (-0.31, -0.66, 2.66)  0.1527
C (-5.52, 0.23, -0.06)  0.0003
C (-5.37, 1.63, -0.67)  0.0002
C (-5.64, -0.81, -1.17)  0.0002
C (-6.78, 0.19, 0.81)  0.0000
H (-4.05, -0.94, 4.71)  0.0002
H (-2.50, -0.09, 4.81)  0.0011
H (-2.53, -1.81, 4.48)  0.0009
H (-5.21, -0.39, 2.68)  0.0000
H (0.27, -5.41, -0.84)  -0.0002
H (2.59, -5.19, -0.33)  -0.0001
H (2.86, -4.01, 0.96)  -0.0001
H (3.29, -3.61, -0.69)  -0.0002
H (-3.59, -3.48, 0.28)  0.0000
H (-2.85, -4.95, 0.94)  0.0000
H (-4.25, -5.07, -0.13)  0.0001
H (-3.38, -2.95, -2.21)  0.0000
H (-4.04, -4.55, -2.58)  0.0000
H (-2.50, -4.05, -3.27)  0.0000
H (-1.65, -6.57, -0.59)  0.0000
H (-1.38, -6.16, -2.30)  0.0000
H (-2.98, -6.59, -1.73)  0.0000
H (-1.50, 2.73, -4.25)  0.0001
H (-1.78, 4.69, -2.87)  0.0000
H (-0.74, 4.67, -1.43)  0.0009
H (-2.46, 4.32, -1.27)  0.0000
H (0.41, -1.49, -4.34)  0.0000
H (-0.53, -1.77, -5.81)  0.0000
H (-1.30, -1.93, -4.22)  0.0000
H (1.06, 0.68, -5.45)  0.0000
H (-0.13, 1.93, -5.81)  0.0000
H (-0.04, 0.49, -6.81)  0.0002
H (-3.11, -0.27, -4.85)  0.0000
H (-2.40, -0.25, -6.46)  0.0001
H (-2.69, 1.27, -5.63)  0.0000
H (-4.50, 1.68, -1.32)  0.0000
H (-5.27, 2.40, 0.10)  0.0000
H (-6.26, 1.86, -1.26)  0.0001
H (-4.75, -0.80, -1.81)  0.0000
H (-6.51, -0.59, -1.79)  0.0000
H (-5.75, -1.82, -0.77)  0.0000
H (-6.76, 0.94, 1.61)  0.0000
H (-6.94, -0.79, 1.26)  0.0000
H (-7.65, 0.41, 0.19)  0.0000
O (2.90, 0.62, 2.47)  0.0230
C (3.17, 1.48, 3.62)  0.0023
C (2.13, 2.59, 3.51)  0.0061
O (2.14, 3.64, 4.04)  -0.0003
O (1.07, 2.22, 2.69)  0.0496
C (2.95, 0.65, 4.87)  0.0008
C (1.90, 0.87, 5.75)  0.0007
C (1.72, 0.03, 6.84)  0.0002
C (2.58, -1.04, 7.05)  -0.0001
C (3.64, -1.26, 6.17)  0.0001
C (3.83, -0.41, 5.10)  0.0002
C (4.57, 2.07, 3.49)  0.0000
C (5.15, 2.22, 2.24)  0.0004
C (6.41, 2.81, 2.14)  0.0000
C (7.07, 3.25, 3.27)  0.0003
C (6.48, 3.10, 4.52)  0.0000
C (5.23, 2.51, 4.63)  0.0001
H (3.20, -0.27, 2.68)  0.0019
H (1.22, 1.70, 5.61)  0.0002
H (0.91, 0.21, 7.53)  0.0000
H (2.44, -1.69, 7.90)  0.0000
H (4.33, -2.08, 6.35)  0.0000
H (4.69, -0.56, 4.45)  0.0000
H (4.64, 1.89, 1.35)  0.0001
H (6.87, 2.93, 1.17)  0.0000
H (8.05, 3.70, 3.19)  0.0000
H (6.99, 3.45, 5.41)  0.0000
H (4.77, 2.40, 5.61)  0.0000
C (4.92, 2.99, -1.77)  0.0052
C (3.54, 2.60, -2.32)  0.0108
C (2.86, 3.82, -2.94)  0.0068
C (3.69, 1.48, -3.37)  -0.0003
C (2.72, 2.09, -1.22)  0.0767
C (2.02, 1.67, -0.32)  -0.0054
H (5.56, 3.31, -2.59)  0.0008
H (5.40, 2.14, -1.28)  0.0002
H (4.84, 3.80, -1.05)  0.0001
H (3.49, 4.23, -3.73)  0.0010
H (2.68, 4.60, -2.20)  0.0001
H (1.90, 3.54, -3.39)  0.0001
H (4.25, 1.86, -4.22)  -0.0002
H (2.71, 1.14, -3.71)  0.0001
H (4.23, 0.63, -2.96)  0.0002



Question: Which value of multiplicity does entry 1 give?
Answer: 5